Here is C45H42CdClF3N2O6Sb as an isolated structure from OMol25. Energies are from the ωB97M-V functional and the def2-TZVPD basis.

As for the gap between HOMO and LUMO: 5.895 eV. Its molar mass is 1033.46 g mol⁻¹. As for the HOMO energy: -0.147 Ha. As for the total charge: -1. Its multiplicity is 1. The energy above the lowest of the compared OMol25 structures with the same formula, charge and spin is 0.0000 eV.

CARTESIAN COORDINATES (ANGSTROEM)
1 Cd -0.35 -0.60 0.21
2 O 2.96 0.71 3.86
3 C 2.13 0.41 2.83
4 O 1.00 0.05 2.99
5 C 2.79 0.59 1.49
6 C 4.10 1.01 1.37
7 C 4.61 1.18 0.08
8 C 3.79 0.93 -1.00
9 C 2.47 0.54 -0.77
10 N 1.99 0.38 0.46
11 C 1.50 0.42 -1.95
12 O 1.99 0.29 -3.06
13 O 0.28 0.56 -1.62
14 H 2.44 0.57 4.66
15 H 4.69 1.19 2.25
16 H 5.63 1.51 -0.06
17 H 4.12 1.04 -2.02
18 F 0.83 9.64 0.56
19 C 0.66 8.30 0.39
20 C 1.65 7.59 -0.25
21 C 1.46 6.22 -0.43
22 C 0.30 5.57 -0.01
23 C -0.66 6.34 0.65
24 C -0.49 7.71 0.85
25 Sb 0.09 3.42 -0.32
26 C -2.01 3.50 -0.03
27 C -2.50 2.84 1.09
28 C -3.84 2.88 1.44
29 C -4.69 3.61 0.64
30 F -6.00 3.66 0.95
31 C -4.25 4.31 -0.47
32 C -2.90 4.25 -0.80
33 C 0.25 3.58 -2.45
34 C 1.52 3.75 -2.99
35 C 1.72 3.81 -4.37
36 C 0.62 3.66 -5.19
37 F 0.80 3.73 -6.53
38 C -0.64 3.44 -4.70
39 C -0.82 3.38 -3.32
40 H 2.55 8.09 -0.59
41 H 2.25 5.66 -0.93
42 H -1.57 5.88 1.02
43 H -1.24 8.31 1.35
44 H -1.83 2.24 1.71
45 H -4.22 2.33 2.30
46 H -4.95 4.89 -1.06
47 H -2.55 4.82 -1.66
48 H 2.39 3.83 -2.35
49 H 2.70 3.94 -4.80
50 H -1.47 3.28 -5.38
51 H -1.81 3.16 -2.94
52 C -1.78 0.18 4.88
53 C -2.75 -0.09 3.76
54 C -4.13 -0.15 4.02
55 C -5.00 -0.36 2.96
56 C -6.49 -0.42 3.20
57 C -4.53 -0.49 1.65
58 C -3.15 -0.43 1.33
59 C -2.30 -0.24 2.47
60 N -2.54 -0.50 0.11
61 C -3.14 -0.62 -1.23
62 C -2.92 0.70 -1.99
63 C -3.33 0.60 -3.46
64 C -4.82 0.26 -3.55
65 C -5.07 -1.07 -2.82
66 C -4.28 -2.18 -3.51
67 C -2.79 -1.84 -3.44
68 C -2.51 -0.50 -4.14
69 C -2.37 -1.73 -1.98
70 C -4.64 -0.94 -1.35
71 H -2.20 -0.13 5.84
72 H -1.56 1.25 4.95
73 H -0.84 -0.34 4.72
74 H -4.50 -0.06 5.03
75 H -6.71 -0.52 4.27
76 H -6.93 -1.28 2.68
77 H -6.99 0.48 2.83
78 H -5.28 -0.64 0.90
79 H -1.22 -0.22 2.29
80 H -1.86 0.97 -1.92
81 H -3.49 1.49 -1.48
82 H -3.14 1.56 -3.95
83 H -5.11 0.17 -4.60
84 H -5.42 1.06 -3.10
85 H -6.14 -1.30 -2.85
86 H -4.60 -2.28 -4.56
87 H -4.46 -3.14 -3.01
88 H -2.20 -2.63 -3.92
89 H -2.79 -0.56 -5.20
90 H -1.45 -0.27 -4.09
91 H -1.30 -1.50 -1.95
92 H -2.52 -2.68 -1.45
93 H -4.86 -1.88 -0.83
94 H -5.23 -0.14 -0.90
95 Cl -1.13 -5.31 -0.59
96 C 0.22 -4.68 0.42
97 C 0.26 -3.16 0.40
98 O -0.01 -2.56 1.47
99 O 0.56 -2.58 -0.67
100 H 1.13 -5.08 0.00
101 H 0.05 -5.03 1.43

Löwdin population analysis, charges in e, atoms 1 to 4: Cd 1.470; O 0.107; C -0.451; O 0.096

=====

Here is C45H42Cl3CoN3O2P as an isolated structure from OMol25. Energies are from the ωB97M-V functional and the def2-TZVPD basis.

As for the gap between HOMO and LUMO (alpha / beta): 6.114 / 6.130 eV. Its molar mass is 853.12 g mol⁻¹. As for the HOMO energy (alpha / beta): -0.350 / -0.349 Ha. As for the total charge: +1. Its multiplicity is 4. Its expectation value of S² is 3.762.

CARTESIAN COORDINATES (ANGSTROEM)
1 Co -0.21 -0.53 -0.43
2 C -0.55 -3.91 1.88
3 C -1.42 -2.83 2.44
4 C -2.60 -3.20 3.07
5 C -3.39 -2.28 3.73
6 C -2.95 -0.97 3.85
7 C -1.79 -0.57 3.22
8 C -1.24 0.80 3.45
9 C -1.05 -1.48 2.45
10 N 0.01 -1.00 1.65
11 C 1.24 -1.25 1.94
12 C 1.67 -1.88 3.23
13 C 2.27 -0.98 0.94
14 C 3.71 -0.99 1.37
15 N 1.90 -0.80 -0.28
16 C 2.80 -0.97 -1.34
17 C 3.26 -2.27 -1.61
18 C 2.85 -3.43 -0.76
19 C 4.10 -2.47 -2.69
20 C 4.48 -1.43 -3.52
21 C 4.03 -0.15 -3.24
22 C 3.21 0.10 -2.15
23 C 2.81 1.50 -1.79
24 H -1.14 -4.66 1.36
25 H -0.02 -4.40 2.70
26 H 0.19 -3.52 1.18
27 H -2.90 -4.24 3.05
28 H -4.31 -2.59 4.20
29 H -3.51 -0.26 4.44
30 H -1.97 1.42 3.97
31 H -0.97 1.27 2.51
32 H -0.34 0.75 4.07
33 H 0.82 -1.99 3.90
34 H 2.43 -1.26 3.70
35 H 2.10 -2.87 3.05
36 H 3.86 -0.20 2.10
37 H 4.36 -0.80 0.52
38 H 4.00 -1.94 1.83
39 H 1.79 -3.38 -0.56
40 H 3.39 -3.43 0.19
41 H 3.07 -4.36 -1.27
42 H 4.46 -3.47 -2.90
43 H 5.12 -1.60 -4.36
44 H 4.34 0.68 -3.86
45 H 3.07 2.20 -2.58
46 H 3.30 1.82 -0.87
47 H 1.73 1.55 -1.61
48 O -0.20 -1.44 -3.11
49 N -0.38 -0.19 -2.61
50 C -0.13 0.78 -3.40
51 C -0.42 2.18 -3.17
52 C -0.53 2.98 -4.32
53 C -0.96 4.28 -4.25
54 C -1.30 4.82 -3.02
55 C -1.13 4.07 -1.87
56 C -0.67 2.76 -1.92
57 P -0.42 1.88 -0.32
58 C -1.97 2.51 0.42
59 C -3.15 2.14 -0.23
60 C -4.37 2.56 0.25
61 C -4.43 3.36 1.38
62 C -3.26 3.76 2.02
63 C -2.03 3.33 1.54
64 C 0.87 2.90 0.48
65 C 1.48 2.36 1.62
66 C 2.47 3.06 2.28
67 C 2.89 4.29 1.81
68 C 2.32 4.82 0.67
69 C 1.32 4.13 0.00
70 H 0.21 -1.43 -4.00
71 H 0.23 0.54 -4.41
72 H -0.30 2.54 -5.28
73 H -1.06 4.87 -5.14
74 H -1.69 5.83 -2.95
75 H -1.39 4.50 -0.91
76 H -3.09 1.54 -1.13
77 H -5.28 2.28 -0.27
78 H -5.39 3.69 1.76
79 H -3.31 4.40 2.88
80 H -1.12 3.66 2.03
81 H 1.18 1.39 1.97
82 H 2.94 2.62 3.15
83 H 3.66 4.84 2.34
84 H 2.66 5.77 0.28
85 H 0.90 4.55 -0.90
86 Cl -5.23 -5.55 -1.36
87 C -3.79 -4.63 -1.24
88 C -3.84 -3.31 -0.79
89 C -2.67 -2.61 -0.70
90 Cl -2.66 -0.97 -0.20
91 C -1.39 -3.15 -1.01
92 O -0.31 -2.52 -0.82
93 C -1.41 -4.49 -1.51
94 Cl 0.07 -5.18 -2.02
95 C -2.58 -5.21 -1.62
96 H -4.78 -2.86 -0.55
97 H -2.55 -6.21 -2.01

Löwdin population analysis, charges in e, atoms 1 to 4: Co 0.468; C -0.020; C -0.208; C -0.033

=====

Here is C45H42IKN8O3Sb as an isolated structure from OMol25. Energies are from the ωB97M-V functional and the def2-TZVPD basis.

As for the gap between HOMO and LUMO: 4.329 eV. Its molar mass is 1030.65 g mol⁻¹. As for the HOMO energy: -0.089 Ha. As for the total charge: -1. Its multiplicity is 1.

CARTESIAN COORDINATES (ANGSTROEM)
1 K -8.97 -16.49 11.14
2 O -10.94 -14.93 10.07
3 C -11.39 -13.87 9.58
4 C -12.74 -13.53 9.79
5 C -13.24 -12.30 9.50
6 C -12.52 -11.33 8.82
7 C -11.30 -11.74 8.29
8 C -10.64 -12.86 8.76
9 C -9.26 -12.87 8.35
10 N -8.29 -13.53 8.90
11 N -7.03 -13.36 8.80
12 C -6.29 -14.35 9.40
13 O -6.70 -15.49 9.66
14 C -4.86 -13.99 9.67
15 C -4.28 -12.84 9.17
16 C -2.91 -12.66 9.30
17 C -2.09 -13.61 9.90
18 C -2.71 -14.71 10.50
19 C -4.08 -14.90 10.35
20 H -13.35 -14.33 10.21
21 H -14.25 -12.05 9.84
22 H -12.92 -10.33 8.62
23 H -10.81 -11.08 7.54
24 H -9.10 -12.12 7.55
25 H -4.91 -12.06 8.70
26 H -2.52 -11.70 8.97
27 H -1.02 -13.52 10.00
28 H -2.17 -15.38 11.17
29 H -4.57 -15.90 10.58
30 C -10.68 -18.22 15.40
31 C -11.72 -18.31 14.34
32 C -13.11 -18.34 14.61
33 C -14.00 -18.34 13.56
34 C -13.47 -18.53 12.29
35 C -12.07 -18.69 12.13
36 N -11.20 -18.42 13.09
37 Sb -11.37 -19.93 10.48
38 C -9.35 -20.81 10.97
39 C -9.14 -22.15 10.64
40 C -7.92 -22.71 11.12
41 C -7.00 -21.91 11.77
42 C -7.32 -20.59 12.02
43 C -6.44 -19.77 12.86
44 N -8.51 -20.00 11.58
45 C -11.30 -18.91 8.56
46 C -12.43 -19.05 7.75
47 C -12.34 -18.59 6.45
48 C -11.09 -18.21 5.98
49 C -9.97 -18.11 6.88
50 C -8.61 -17.66 6.44
51 N -10.13 -18.38 8.20
52 H -9.85 -18.91 15.21
53 H -11.10 -18.40 16.40
54 H -10.18 -17.22 15.45
55 H -13.43 -18.21 15.64
56 H -15.07 -18.08 13.66
57 H -14.12 -18.63 11.40
58 H -9.85 -22.71 10.05
59 H -7.72 -23.75 10.88
60 H -6.10 -22.35 12.26
61 H -5.89 -20.39 13.55
62 H -7.04 -19.01 13.45
63 H -5.73 -19.22 12.19
64 H -13.34 -19.53 8.12
65 H -13.19 -18.63 5.81
66 H -10.97 -17.90 4.91
67 H -8.57 -17.43 5.35
68 H -7.82 -18.38 6.70
69 H -8.33 -16.74 6.99
70 C -5.51 -16.31 17.77
71 C -6.07 -16.44 16.36
72 O -6.67 -17.46 16.03
73 N -5.88 -15.40 15.49
74 C -6.47 -15.42 14.15
75 C -7.20 -14.15 13.82
76 C -6.73 -12.88 14.26
77 C -7.56 -11.75 14.13
78 C -8.79 -11.91 13.46
79 C -9.00 -13.13 12.81
80 N -8.27 -14.26 13.01
81 H -6.33 -15.91 18.38
82 H -4.58 -15.72 17.79
83 H -5.25 -17.32 18.02
84 H -5.37 -14.58 15.85
85 H -7.11 -16.30 14.18
86 H -5.68 -15.55 13.39
87 H -5.81 -12.85 14.79
88 H -7.20 -10.81 14.55
89 H -9.43 -11.04 13.27
90 H -9.92 -13.26 12.20
91 I -4.57 -16.31 6.63
92 C -4.66 -18.40 7.18
93 C -3.72 -19.00 8.03
94 C -3.85 -20.38 8.22
95 C -4.90 -21.10 7.62
96 C -5.76 -20.39 6.83
97 N -5.74 -19.02 6.73
98 H -2.97 -18.38 8.51
99 H -3.17 -20.90 8.86
100 H -4.96 -22.16 7.74
101 H -6.52 -20.91 6.21

Löwdin population analysis, charges in e, atoms 1 to 4: K 0.622; O -0.190; C -0.443; C -0.091

=====

Here is C45H43BGeIrN12S as an isolated structure from OMol25. Energies are from the ωB97M-V functional and the def2-TZVPD basis.

As for the gap between HOMO and LUMO (alpha / beta): 6.381 / 2.783 eV. Its molar mass is 1059.63 g mol⁻¹. As for the HOMO energy (alpha / beta): -0.654 / -0.640 Ha. As for the total charge: +4. Its multiplicity is 2. The energy above the lowest of the compared OMol25 structures with the same formula, charge and spin is 2.5028 eV. Its expectation value of S² is 0.763.

CARTESIAN COORDINATES (ANGSTROEM)
1 Ir -1.01 -0.25 -0.38
2 C -5.17 -0.42 -0.69
3 C -3.91 -0.29 -1.24
4 N -2.99 -0.13 -0.27
5 N -3.67 -0.15 0.92
6 C -4.97 -0.33 0.67
7 B -2.85 -0.01 2.20
8 N -2.01 -1.31 2.27
9 C -2.02 -2.31 3.16
10 C -1.00 -3.19 2.85
11 C -0.42 -2.66 1.70
12 N -1.05 -1.53 1.33
13 N -1.89 1.20 2.00
14 C -1.80 2.35 2.70
15 C -0.80 3.13 2.15
16 C -0.33 2.38 1.08
17 N -0.99 1.22 1.01
18 N -3.61 0.24 3.48
19 C -4.80 0.83 3.71
20 C -4.98 0.93 5.09
21 C -3.80 0.40 5.63
22 N -2.96 0.02 4.69
23 H -6.10 -0.55 -1.21
24 H -3.64 -0.29 -2.27
25 H -5.69 -0.41 1.47
26 H -2.73 -2.35 3.97
27 H -0.72 -4.08 3.37
28 H 0.43 -3.04 1.17
29 H -2.45 2.55 3.54
30 H -0.50 4.12 2.45
31 H 0.42 2.64 0.34
32 H -5.46 1.15 2.91
33 H -5.80 1.40 5.61
34 H -3.53 0.29 6.67
35 C -1.86 2.97 -4.41
36 N -2.08 1.52 -4.35
37 C -2.82 0.78 -5.26
38 C -2.80 -0.50 -4.86
39 N -2.02 -0.55 -3.68
40 C -1.61 0.71 -3.39
41 S -0.70 1.30 -2.06
42 C -1.59 -1.77 -3.08
43 C -1.77 -2.94 -3.80
44 C -1.21 -4.12 -3.36
45 C -0.44 -4.09 -2.20
46 C -0.37 -2.91 -1.51
47 N -0.96 -1.76 -1.89
48 H -2.42 3.37 -5.25
49 H -0.81 3.19 -4.54
50 H -2.22 3.43 -3.49
51 H -3.32 1.23 -6.10
52 H -3.28 -1.35 -5.29
53 H -2.31 -2.94 -4.74
54 H -1.35 -5.04 -3.92
55 H 0.08 -4.97 -1.84
56 H 0.19 -2.86 -0.59
57 C 6.16 2.25 0.32
58 C 5.01 2.99 0.57
59 C 3.84 2.34 0.98
60 C 3.82 0.94 1.15
61 C 4.98 0.21 0.90
62 C 6.15 0.87 0.49
63 Ge 2.17 0.00 1.57
64 C 2.66 -1.80 2.09
65 C 2.56 -2.13 3.45
66 C 2.88 -3.41 3.87
67 C 3.28 -4.37 2.96
68 C 3.38 -4.06 1.61
69 C 3.07 -2.78 1.17
70 C 1.68 0.88 3.28
71 C 2.39 1.95 3.79
72 C 1.97 2.54 5.00
73 C 0.83 2.08 5.68
74 C 0.11 1.02 5.18
75 C 0.53 0.41 3.97
76 H 7.07 2.75 0.02
77 H 5.01 4.07 0.46
78 H 2.96 2.94 1.19
79 H 5.02 -0.86 1.05
80 H 7.05 0.30 0.33
81 H 2.27 -1.39 4.19
82 H 2.83 -3.65 4.93
83 H 3.54 -5.37 3.30
84 H 3.71 -4.80 0.89
85 H 3.20 -2.54 0.13
86 H 3.30 2.31 3.32
87 H 2.54 3.37 5.40
88 H 0.54 2.54 6.62
89 H -0.76 0.64 5.69
90 H -0.03 -0.45 3.61
91 C 4.71 0.38 -4.26
92 C 3.75 0.23 -3.12
93 C 3.28 1.33 -2.41
94 C 2.47 1.14 -1.32
95 N 2.09 -0.07 -0.88
96 C 2.46 -1.13 -1.61
97 C 3.28 -1.02 -2.72
98 H 5.33 1.26 -4.15
99 H 4.16 0.48 -5.20
100 H 5.35 -0.50 -4.36
101 H 3.56 2.33 -2.69
102 H 2.11 2.00 -0.76
103 H 2.09 -2.10 -1.31
104 H 3.56 -1.92 -3.26

Löwdin population analysis, charges in e, atoms 1 to 4: Ir 1.158; C 0.022; C -0.067; N -0.089